(1)
ORCA calculation (ωB97M-V/def2-TZVPD) on one molecule with the formula C21H29N3O3S in a non-equilibrium geometry.

Last column: Löwdin charge in e.
Geometry (Å):
C1 6.91117 3.88192 -0.07257  -0.068
C2 5.80537 2.80096 -0.61213  -0.243
C3 4.42620 3.13619 -0.36367  -0.219
H1 4.19047 4.25918 -0.75812  0.163
C4 4.02866 3.49872 1.12277  -0.225
N1 2.78490 3.74881 1.54662  -0.087
C5 2.30746 5.00920 1.85236  -0.031
C6 0.97699 4.83534 1.68994  -0.164
N2 0.65730 3.55381 1.64605  0.074
C7 1.66902 2.82704 1.52225  -0.175
C8 2.01220 1.28441 1.31859  -0.227
O1 2.99107 0.88845 0.86531  0.153
C9 0.45889 0.70095 1.57337  0.021
C10 0.57742 -0.76672 1.01223  0.046
C11 -0.57565 -1.43426 1.13933  -0.275
C12 -1.52421 -1.07913 2.26238  0.015
C13 -1.60890 0.18537 2.84181  0.049
C14 -0.39764 0.98982 2.60604  0.028
H2 -0.33195 1.79593 2.88298  -0.039
H3 -2.18100 0.38897 3.53836  0.021
H4 -2.36706 -1.71563 2.21732  0.092
S1 -0.54718 -3.12194 0.59807  0.715
O2 -0.77275 -4.18763 1.48800  -0.251
O3 0.43540 -3.29609 -0.34703  -0.246
N3 -2.10701 -2.92625 -0.56184  -0.188
C15 -2.94494 -4.20455 -0.60454  -0.140
H5 -2.98416 -4.63480 0.37774  0.127
C16 -4.26480 -3.94873 -1.03947  -0.525
C17 -5.06991 -5.07576 -1.12474  -0.098
H6 -5.14830 -5.79579 -0.31424  0.089
H7 -6.07697 -4.96038 -1.59555  0.094
H8 -4.65912 -5.56677 -2.19260  0.156
C18 -4.34710 -2.93844 -2.15658  -0.097
C19 -3.63002 -1.51401 -1.83559  -0.235
C20 -3.53100 -0.62002 -3.03167  -0.071
H9 -2.82837 0.04624 -2.85550  0.021
H10 -4.54438 -0.36441 -3.52429  0.123
H11 -2.98739 -1.27393 -3.65945  0.068
C21 -2.09317 -2.03525 -1.42110  -0.320
H12 -1.38371 -1.16710 -1.05469  0.170
H13 -1.70563 -2.55808 -2.10115  0.056
H14 -3.85259 -1.12665 -0.78778  0.147
H15 -5.34208 -2.53285 -2.36057  0.130
H16 -3.97718 -3.27858 -2.94334  0.035
H17 -4.71313 -3.26303 -0.17734  0.184
H18 -2.56361 -4.74011 -1.41478  0.121
H19 1.16907 -1.01671 0.38899  0.004
H20 0.03352 5.54733 2.02908  0.158
H21 2.98992 5.73923 1.52034  0.110
H22 4.93884 4.15561 1.74757  0.182
H23 4.42114 2.34712 1.59824  0.176
H24 3.81697 2.52676 -0.79258  0.037
H25 6.03793 1.80968 -0.24361  0.118
H26 5.91638 2.72600 -1.55696  0.034
H27 7.81385 3.58721 -0.37160  -0.022
H28 7.02628 3.87769 1.10089  0.089
H29 6.66447 4.99563 -0.61156  0.141

Forces on atoms 1 to 2 (eV/Å):
-5.031 1.951 1.125
2.524 1.622 6.718

* Kohn-Sham gap: 7.0 eV
* E_LUMO: -0.5967 eV
* SMILES: CCCCn1ccnc1C(=O)c1cccc(S(=O)(=O)N2C[C@H](C)C[C@H](C)C2)c1
* ΔE to the lowest compared entry with this formula, charge and spin: 1982.1 kJ/mol

(2)
ORCA calculation (ωB97M-V/def2-TZVPD) on C50H30Br2CsF15Ge3N3S3 as an isolated structure.

Last column: Löwdin charge in e.
Geometry (Å):
Cs1 0.01410 -0.20680 0.40386  0.501
Br1 -5.34797 -4.93379 -2.46395  0.725
C1 -3.94247 -3.87970 -1.75754  -0.677
C2 -4.20939 -2.62314 -1.25985  -0.094
C3 -3.13055 -1.90105 -0.76124  -0.113
N1 -1.88939 -2.37660 -0.75609  0.066
C4 -1.65183 -3.59221 -1.23068  -0.198
C5 -2.65677 -4.39309 -1.74997  -0.068
C6 -0.20785 -4.05567 -1.15508  -0.200
C7 0.18517 -5.31196 -1.58601  -0.068
C8 1.52240 -5.64903 -1.44284  -0.670
Br2 2.09990 -7.36705 -1.99601  0.720
C9 2.42430 -4.76304 -0.90143  -0.092
C10 1.92825 -3.52226 -0.51669  -0.097
N2 0.64787 -3.18383 -0.63571  0.094
H1 -5.20785 -2.21058 -1.25639  0.102
H2 -3.26121 -0.89760 -0.35987  0.089
H3 -2.46367 -5.38135 -2.13830  0.092
H4 -0.51127 -6.02001 -2.00852  0.091
H5 3.46454 -5.01319 -0.75134  0.102
H6 2.58475 -2.78455 -0.06661  0.095
S1 -1.35835 -1.20418 3.21065  0.459
C11 -1.39599 0.04192 4.36807  -0.765
C12 -1.98949 -0.22515 5.64571  -0.171
C13 -2.06627 0.70611 6.63550  -0.125
C14 -1.54106 2.00779 6.42891  -0.124
C15 -0.95377 2.31279 5.24082  -0.155
C16 -0.83552 1.36829 4.16465  -0.741
S2 -0.01409 1.84300 2.76158  0.483
H7 -2.38099 -1.22277 5.80088  0.080
H8 -2.52246 0.44859 7.58520  0.085
H9 -1.59804 2.75154 7.21542  0.085
H10 -0.53374 3.29614 5.07237  0.081
N3 2.70320 1.30024 -2.53316  0.087
C17 1.97181 0.66449 -1.88799  -0.100
H11 3.36398 1.85556 -3.03061  0.076
C18 6.40782 0.38205 2.83495  -0.274
Ge1 4.71045 0.39575 1.83002  0.611
C19 4.28979 2.31659 1.61567  -0.270
C20 5.31445 -0.12277 0.00576  -0.274
Ge2 2.64087 -0.81123 2.44442  0.716
C21 2.59608 -0.40682 4.42777  -0.373
C22 1.67880 -1.07462 5.24968  -0.142
C23 1.50365 -0.73892 6.58860  -0.108
C24 2.23769 0.29486 7.15592  -0.126
C25 3.14768 0.98303 6.36409  -0.115
C26 3.31945 0.63243 5.02798  -0.141
C27 3.35351 -2.72505 2.51002  -0.388
C28 4.61660 -3.16549 2.08715  -0.138
C29 4.93821 -4.51887 1.98225  -0.124
C30 4.00275 -5.49160 2.31440  -0.138
C31 2.74360 -5.08846 2.74831  -0.113
C32 2.43018 -3.73586 2.82949  -0.144
H12 7.12480 1.03540 2.32663  0.002
H13 6.82105 -0.62897 2.87902  -0.002
H14 6.27162 0.73478 3.85943  -0.004
H15 5.13017 2.85774 1.16734  0.003
H16 4.04027 2.78036 2.57294  0.003
H17 3.41489 2.42503 0.96907  0.003
H18 6.00746 0.62848 -0.39025  0.003
H19 4.45856 -0.19901 -0.66887  -0.026
H20 5.82333 -1.09026 0.01421  -0.006
H21 1.05002 -1.85307 4.83013  0.061
H22 0.76568 -1.26853 7.18152  0.093
H23 2.08547 0.57460 8.19247  0.084
H24 3.72241 1.80207 6.78442  0.086
H25 4.03467 1.19860 4.44202  0.049
H26 5.37957 -2.43756 1.83503  0.054
H27 5.92941 -4.81301 1.65079  0.088
H28 4.24966 -6.54470 2.23844  0.085
H29 1.99710 -5.83158 3.00863  0.092
H30 1.42238 -3.45463 3.12599  0.082
F1 -4.67236 3.75839 -1.14016  0.092
C33 -5.35103 2.96184 -1.97193  -0.244
C34 -4.70190 2.28965 -2.99700  -0.121
C35 -5.49873 1.46671 -3.76904  -0.211
F2 -4.99024 0.73638 -4.78029  0.088
C36 -6.86130 1.32399 -3.56681  -0.146
F3 -7.59587 0.51823 -4.34700  0.105
C37 -7.46755 2.02297 -2.54614  -0.138
F4 -8.78520 1.90320 -2.33745  0.112
C38 -6.70863 2.84727 -1.73832  -0.140
F5 -7.30205 3.52314 -0.74678  0.114
Ge3 -2.70277 2.37181 -3.05530  0.540
S3 -1.84099 1.67884 -1.28281  0.067
C39 -2.20839 1.53327 -4.79293  -0.123
C40 -1.31720 0.48185 -4.93394  -0.219
F6 -0.75278 -0.11355 -3.88535  0.084
C41 -0.95442 -0.01627 -6.17851  -0.139
F7 -0.08428 -1.02772 -6.28638  0.113
C42 -1.49130 0.53934 -7.32011  -0.137
F8 -1.14688 0.06627 -8.52614  0.110
C43 -2.38677 1.58435 -7.21965  -0.144
F9 -2.91474 2.11808 -8.33170  0.105
C44 -2.72343 2.05327 -5.96585  -0.235
F10 -3.61843 3.06042 -5.93120  0.090
C45 -2.17024 4.23820 -3.55391  -0.113
C46 -0.80777 4.45797 -3.68487  -0.228
F11 0.06073 3.44031 -3.59071  0.075
C47 -0.25889 5.70265 -3.93287  -0.141
F12 1.06441 5.86670 -4.05845  0.110
C48 -1.09857 6.78984 -4.06199  -0.139
F13 -0.59259 8.00524 -4.31069  0.111
C49 -2.46211 6.61523 -3.95822  -0.143
F14 -3.27418 7.67139 -4.11479  0.105
C50 -2.97179 5.35066 -3.71608  -0.213
F15 -4.31213 5.26141 -3.68980  0.093

Forces on atoms 1 to 2 (eV/Å):
-0.181 -0.507 -0.610
-0.076 -0.042 -0.030

* Kohn-Sham gap (alpha / beta): 4.6 / 4.7 eV
* E_LUMO (alpha / beta): 3.1201 / 3.1201 eV
* total charge: -2
* multiplicity: 2
* ΔE to the lowest compared entry with this formula, charge and spin: 214.2 kJ/mol

(3)
ORCA calculation (ωB97M-V/def2-TZVPD) on C32H44BCl3MnN5SSi as an isolated structure in a non-equilibrium geometry.

Last column: Löwdin charge in e.
Geometry (Å):
Mn1 1.08061 1.64368 0.65423  -0.134
C1 5.75337 -0.95953 0.61639  -0.014
C2 4.70599 -0.20599 -0.12698  -0.308
C3 4.64304 0.27651 -1.42018  0.004
C4 3.37992 0.88277 -1.53871  -0.319
N1 2.71594 0.78875 -0.39080  0.020
N2 3.53608 0.10684 0.43887  0.050
C5 2.83413 1.58286 -2.73269  -0.047
H1 6.70549 -0.89242 0.09378  0.077
H2 5.48645 -2.01466 0.70513  0.078
H3 5.87700 -0.55380 1.62129  0.084
H4 5.40132 0.20524 -2.18123  0.108
H5 3.20557 -0.08197 1.38115  0.064
H6 3.42495 1.32125 -3.61069  0.083
H7 2.87865 2.66114 -2.59747  0.008
H8 1.79247 1.30917 -2.91951  0.055
C6 -1.43401 3.10523 2.75154  -0.092
C7 -2.64998 2.23277 3.06199  -0.355
C8 -3.66307 2.26493 1.91984  -0.064
C9 -2.19328 0.85389 3.50190  -0.132
C10 -2.18849 0.59422 4.87074  -0.041
C11 -1.74443 -0.61285 5.38190  -0.079
C12 -1.29437 -1.59163 4.51547  -0.045
C13 -1.27205 -1.37293 3.14270  -0.147
C14 -0.78986 -2.47972 2.22104  -0.367
C15 0.58843 -3.01992 2.60432  -0.061
C16 -1.81028 -3.62070 2.17008  -0.056
C17 -1.71652 -0.13952 2.64032  -0.152
N3 -1.71092 0.03283 1.21974  0.016
B1 -0.62512 0.43074 0.30472  -0.483
N4 -1.12363 -0.11849 -0.96195  0.026
C18 -2.37216 -0.71528 -0.77872  -0.088
C19 -2.71479 -0.63293 0.51584  -0.096
C20 -0.49096 -0.23633 -2.22989  -0.126
C21 0.53389 -1.18897 -2.39073  -0.121
C22 1.09610 -1.34929 -3.64851  -0.044
C23 0.63838 -0.61891 -4.73695  -0.084
C24 -0.37225 0.30572 -4.56813  -0.044
C25 -0.93961 0.52902 -3.31219  -0.132
C26 -2.02949 1.57412 -3.16011  -0.374
C27 -3.37047 1.05605 -3.68676  -0.057
C28 -1.67512 2.87895 -3.87559  -0.090
C29 0.95976 -2.07283 -1.23217  -0.351
C30 2.36601 -2.64822 -1.37817  -0.069
C31 -0.03177 -3.23187 -1.07025  -0.046
H9 -1.72963 4.12443 2.49937  0.070
H10 -0.89913 2.69439 1.89317  -0.009
H11 -0.73655 3.13011 3.59017  0.084
H12 -3.14957 2.66006 3.93883  0.121
H13 -3.22204 1.95000 0.97655  0.058
H14 -4.02463 3.28760 1.79234  0.075
H15 -4.52126 1.62274 2.13163  0.078
H16 -2.53921 1.36626 5.54627  0.107
H17 -1.74940 -0.78745 6.45066  0.097
H18 -0.95201 -2.54008 4.91072  0.105
H19 -0.70932 -2.05958 1.22076  0.093
H20 0.58286 -3.46957 3.59914  0.071
H21 1.33270 -2.22439 2.59966  0.047
H22 0.89488 -3.79600 1.89688  0.065
H23 -1.91070 -4.09436 3.15054  0.076
H24 -1.49708 -4.38575 1.45511  0.069
H25 -2.79309 -3.25723 1.86915  0.072
H26 -2.91615 -1.16288 -1.59461  0.115
H27 -3.60712 -0.98985 1.00453  0.124
H28 1.90059 -2.05959 -3.79092  0.103
H29 1.08395 -0.76680 -5.71342  0.098
H30 -0.71707 0.88189 -5.41789  0.106
H31 -2.13469 1.78873 -2.09277  0.105
H32 -3.30420 0.85792 -4.76000  0.078
H33 -4.15377 1.79975 -3.52705  0.079
H34 -3.67506 0.13283 -3.19367  0.059
H35 -1.68944 2.75196 -4.96102  0.070
H36 -0.68964 3.24290 -3.59303  0.023
H37 -2.39997 3.65418 -3.62256  0.076
H38 0.94847 -1.45948 -0.33018  0.102
H39 2.41262 -3.40954 -2.16250  0.075
H40 2.64978 -3.13805 -0.44346  0.079
H41 3.10766 -1.88094 -1.60396  0.060
H42 -0.02835 -3.83857 -1.97987  0.087
H43 -1.04726 -2.88281 -0.89163  0.066
H44 0.25888 -3.87247 -0.23214  0.063
S1 1.48318 0.69076 2.78262  0.634
C32 2.92176 1.39561 3.33680  -0.832
N5 3.90709 1.83100 3.76113  0.025
Cl1 -1.41118 4.28471 -0.53722  0.209
Si1 0.41415 3.24569 -0.72314  -0.326
Cl2 1.27904 4.53582 -2.16380  0.178
Cl3 1.63894 3.86815 1.14417  0.207

Forces on atoms 1 to 2 (eV/Å):
0.088 -1.173 -0.024
0.012 -0.016 0.001

* Kohn-Sham gap (alpha / beta): 7.5 / 7.3 eV
* E_LUMO (alpha / beta): 2.5324 / 2.5329 eV
* total charge: -1
* multiplicity: 2
* ΔE to the lowest compared entry with this formula, charge and spin: 0.0 kJ/mol

(4)
ORCA calculation (ωB97M-V/def2-TZVPD) on C14H33O12V as an isolated structure in a non-equilibrium geometry.

Last column: Löwdin charge in e.
Geometry (Å):
O1 34.77338 10.36628 -19.75161  -0.380
V1 35.81811 10.19116 -20.94315  0.956
O2 37.25497 9.91188 -20.29978  -0.403
C1 35.14551 10.52895 -23.52888  -0.928
O3 36.37675 10.34866 -23.13689  -0.182
O4 34.77599 9.88859 -24.56376  -0.105
O5 34.29285 10.71446 -22.58167  -0.159
O6 34.11874 6.38099 -20.42287  0.038
C2 34.41373 7.31115 -21.38134  -0.770
O7 33.62825 7.45993 -22.32501  0.020
O8 35.48105 7.97873 -21.19890  -0.089
H1 33.17124 6.24774 -20.55802  0.089
C3 40.18850 4.92396 -19.11749  -0.061
C4 38.91651 5.65186 -18.65181  -0.494
C5 38.24281 6.40921 -19.77921  -0.036
O9 38.10314 4.57220 -18.19644  -0.071
H2 39.90615 4.40106 -20.03299  0.077
H3 40.49893 4.22450 -18.34315  0.069
H4 41.00902 5.60331 -19.35382  0.065
H5 39.13893 6.30930 -17.80064  0.125
H6 38.95448 7.06786 -20.28559  0.068
H7 37.38835 7.04865 -19.55747  0.065
H8 38.02062 5.66074 -20.54460  0.093
H9 37.22039 4.92164 -18.03084  0.076
C6 41.09122 9.09743 -20.78384  -0.045
C7 41.02202 10.14583 -19.66440  -0.474
C8 40.15896 9.68052 -18.50158  -0.072
O10 42.32295 10.42506 -19.14632  -0.079
H10 41.19424 8.09393 -20.36532  0.060
H11 41.93997 9.27875 -21.44583  0.067
H12 40.17764 9.07919 -21.38089  0.084
H13 40.62524 11.11722 -19.97668  0.136
H14 40.53560 8.80140 -17.97844  0.078
H15 39.14520 9.55512 -18.88881  0.052
H16 40.04585 10.47611 -17.76034  0.071
H17 42.74800 11.12240 -19.64801  0.071
C9 35.75223 14.84361 -20.70849  -0.059
C10 36.17536 13.54728 -21.41080  -0.453
C11 37.47555 13.74042 -22.19581  -0.051
O11 36.36989 12.54525 -20.42190  -0.091
H18 35.87657 15.71279 -21.36010  0.070
H19 36.34615 15.05373 -19.81434  0.072
H20 34.69511 14.78728 -20.44784  0.079
H21 35.36644 13.22537 -22.06666  0.137
H22 38.22472 14.18479 -21.52793  0.070
H23 37.35497 14.50441 -22.97052  0.071
H24 37.87968 12.83213 -22.63701  0.078
H25 36.78350 12.95192 -19.65771  0.096
C12 34.86903 9.21089 -16.56298  -0.064
C13 36.25467 8.59636 -16.76089  -0.483
C14 37.25810 9.61968 -16.23427  -0.063
O12 36.42391 7.34857 -16.08909  -0.054
H26 34.69407 9.34291 -15.49159  0.071
H27 34.16664 8.51487 -17.02478  0.080
H28 34.77479 10.18869 -17.03112  0.066
H29 36.43353 8.46356 -17.83126  0.126
H30 37.14117 10.52066 -16.83493  0.081
H31 38.26772 9.21141 -16.30455  0.061
H32 37.08326 9.87286 -15.18506  0.072
H33 36.10320 6.68064 -16.70209  0.074

Forces on atoms 1 to 2 (eV/Å):
0.213 0.121 0.031
-1.107 -1.860 -2.170

* Kohn-Sham gap: 5.0 eV
* E_LUMO: 4.2873 eV
* total charge: -2
* ΔE to the lowest compared entry with this formula, charge and spin: 0.0 kJ/mol